The following is a DFT calculation (ωB97M-V/def2-TZVPD) of C24H14Br2CrF2O8 as an isolated structure in a non-equilibrium geometry.

Values from the calculation:
Gap between HOMO and LUMO (spin up / spin down): 2.340 / 4.307 eV
Charge: -5
Highest occupied orbital energy (spin up / spin down): 6.95 / 4.99 eV
Multiplicity: 6

XYZ file:
```
51
C24H14Br2CrF2O8, DFT ωB97M-V/def2-TZVPD
Cr 1.66 -0.08 -0.19
Br 2.52 -2.44 1.03
Br 4.02 0.92 -0.75
C 0.82 4.72 -2.26
C 1.04 3.47 -1.50
C 0.11 2.20 -1.80
O 0.40 1.12 -1.31
C -1.00 2.47 -2.76
C -1.10 3.66 -3.41
C -0.14 4.83 -3.15
O -0.19 5.95 -3.89
O -2.20 3.93 -4.05
O 1.88 3.41 -0.61
H 1.59 5.43 -1.98
H -1.77 1.72 -2.84
C 2.35 -0.01 3.69
C 3.28 0.14 4.68
C 4.18 1.33 4.77
O 5.27 1.42 5.53
C 4.07 2.34 3.90
C 3.18 2.34 2.81
C 2.25 1.02 2.70
O 1.63 0.87 1.63
O 3.08 3.20 1.88
O 3.59 -1.03 5.09
H 1.84 -0.95 3.53
H 4.73 3.20 3.91
F -0.12 -1.10 0.51
C -1.44 -1.19 0.90
C -2.15 -0.07 1.30
C -3.46 -0.18 1.65
C -3.97 -1.46 1.78
C -3.23 -2.63 1.47
C -1.98 -2.44 1.00
H -1.60 0.86 1.30
H -3.99 0.71 1.94
H -4.96 -1.63 2.17
H -3.77 -3.57 1.53
H -1.47 -3.31 0.62
F 0.80 -1.51 -1.99
C -0.22 -2.38 -2.20
C -1.52 -1.89 -2.51
C -2.51 -2.81 -2.80
C -2.28 -4.19 -2.95
C -1.01 -4.71 -2.64
C 0.00 -3.76 -2.25
H -1.76 -0.84 -2.60
H -3.53 -2.47 -2.90
H -3.10 -4.84 -3.23
H -0.82 -5.76 -2.81
H 1.01 -4.02 -1.95
```